No. 1
Entry from OMol25: a molecular structure, C15H30ClHfNOP2 at a distorted geometry (ωB97M-V/def2-TZVPD).

Last column: natural (NBO) charge in e.
Geometry (Å):
Hf1 -0.0088 0.4075 0.0083  1.59
P1 -1.9174 0.1818 -1.7322  0.87
P2 2.0097 0.4980 1.9631  0.89
N1 0.1297 -1.6055 0.1610  -1.04
H1 1.0458 0.6209 -1.3356  -0.37
C1 -1.4935 0.2538 -3.4786  -0.93
H2 -2.4332 0.1457 -4.0261  0.23
H3 -0.8120 -0.5711 -3.7134  0.27
H4 -1.0062 1.2032 -3.7200  0.25
C2 -3.1635 1.4449 -1.4104  -0.94
H5 -3.9289 1.3137 -2.1777  0.23
H6 -2.7432 2.4557 -1.4521  0.24
H7 -3.5903 1.2923 -0.4131  0.25
C3 -2.7428 -1.3959 -1.4797  -0.93
H8 -3.5977 -1.4106 -2.1594  0.22
H9 -3.0791 -1.4990 -0.4412  0.26
H10 -2.0621 -2.2266 -1.6957  0.28
C4 3.6729 0.6922 1.2518  -0.97
H11 4.3665 0.8511 2.0693  0.21
H12 3.7420 1.6256 0.6510  0.29
H13 3.8886 -0.0900 0.5161  0.26
C5 1.6277 1.9448 2.9806  -0.95
H14 2.4813 2.0049 3.6546  0.22
H15 0.6882 1.7816 3.5135  0.23
H16 1.5405 2.8828 2.4237  0.27
C6 2.0017 -1.0306 2.9351  -0.94
H17 2.8052 -0.7879 3.6465  0.21
H18 2.2174 -1.8601 2.2315  0.28
H19 0.9900 -1.1107 3.3785  0.25
C7 0.0227 -2.9031 0.3274  0.18
C8 0.5662 -5.2186 -0.3582  -0.19
C9 0.6733 -3.8577 -0.5536  -0.30
C10 -0.7797 -3.4714 1.4040  -0.30
C11 -0.8780 -4.8354 1.5929  -0.21
C12 -0.2067 -5.7150 0.7155  -0.30
H20 1.0934 -5.9050 -1.0501  0.21
H21 1.2608 -3.3912 -1.3674  0.21
H22 -1.2841 -2.7287 2.0502  0.19
H23 -1.4832 -5.2267 2.4349  0.21
H24 -0.2839 -6.7772 0.8632  0.20
C13 -0.2645 3.4990 -0.4867  0.74
O1 -0.8017 2.5155 0.1807  -0.76
C14 0.0799 3.3602 -1.9420  -0.76
H25 0.6065 4.2481 -2.3394  0.24
H26 -0.8522 3.2410 -2.5151  0.22
H27 0.7282 2.4971 -2.1719  0.31
C15 -0.2187 4.8214 0.1691  -0.73
H28 0.7461 5.3395 0.0759  0.27
H29 -0.4651 4.6812 1.2260  0.24
H30 -1.0018 5.4336 -0.3037  0.25
Cl1 2.1140 2.3809 -0.1009  -0.63

Atoms 1-3, force components in eV/Å:
2.8 -2.7 1.9
0.5 -0.2 0.6
-2.1 -0.2 -2.6

Results
- LUMO level: -0.13 eV
- Max |F|: 4.69 eV/Å
- M: 516.30 g/mol
- 2S+1: 1

=====

No. 2
Entry from OMol25: a molecular structure, C15H30F16Li4N8O47S16 at a distorted geometry (ωB97M-V/def2-TZVPD).

Last column: Mulliken charge in e.
Geometry (Å):
Li1 0.9055 2.9073 -3.7732  0.83
Li2 -3.7366 2.1672 -1.9401  1.47
Li3 1.7039 -2.2016 -0.6160  1.15
Li4 0.0854 -1.5565 -3.0511  2.09
N1 -3.3449 1.6878 -3.7996  -0.19
S1 -2.3685 2.6163 -4.6409  0.54
O1 -2.6182 2.6036 -6.0307  -0.64
O2 -0.9773 2.6451 -4.2236  -0.12
F1 -2.9146 4.0346 -4.2120  -0.25
S2 -2.6746 0.2629 -4.2373  0.55
O3 -1.3461 0.0095 -3.7591  0.38
O4 -2.9312 -0.1502 -5.5729  -0.61
F2 -3.5379 -0.6642 -3.2935  -0.27
N2 0.4754 -0.8433 -1.3089  0.70
S3 -0.8861 -0.6435 -0.5173  -0.62
O5 -1.7802 0.3941 -1.0020  -0.26
O6 -0.9260 -0.8528 0.8907  0.64
F3 -1.4941 -1.9604 -1.2031  -0.35
S4 1.0971 0.7355 -0.9489  -0.70
O7 1.0515 1.2249 0.3966  0.08
O8 0.9840 1.7506 -1.9839  -0.23
F4 2.6349 0.3660 -1.1323  -0.29
N3 1.6861 1.8457 -5.2427  -0.28
S5 2.3114 0.4173 -4.8068  0.71
O9 3.4224 -0.1455 -5.5411  -0.62
O10 1.5101 -0.4858 -4.0202  -0.34
F5 3.1463 1.1115 -3.6199  -0.32
S6 0.9073 1.1086 -6.6040  0.71
O11 -0.1770 0.2203 -6.3475  -0.41
O12 1.8627 0.8306 -7.6263  -0.58
F6 0.1787 2.4418 -7.1545  -0.30
N4 3.2682 -3.2216 -1.1617  -0.24
S7 4.5099 -2.5403 -1.8257  0.55
O13 4.1883 -1.5083 -2.7992  -0.42
O14 5.6818 -3.3549 -1.9917  -0.61
F7 4.8456 -1.5965 -0.5736  -0.18
S8 2.6941 -3.8357 -2.6135  0.55
O15 3.6208 -4.2819 -3.6235  -0.62
O16 1.4853 -3.0711 -2.8812  -0.80
F8 2.2092 -5.2630 -2.1178  -0.32
N5 2.0142 -4.8907 1.5902  0.12
S9 1.6457 -6.3958 1.5883  0.85
O17 1.3273 -6.9824 0.3084  -0.57
O18 1.0554 -6.8793 2.8116  -0.65
F9 3.1599 -6.9004 1.9138  -0.35
S10 0.3849 -4.4377 1.3215  0.80
O19 -0.7876 -5.0899 1.8686  -0.59
O20 0.2342 -3.8459 0.0070  -0.46
F10 0.4915 -3.1807 2.2671  -0.25
N6 -3.4622 3.8672 -0.9959  -0.08
S11 -2.0032 4.4101 -0.8368  0.81
O21 -1.8322 5.6224 -0.0833  -0.65
O22 -1.1040 4.0684 -1.8655  -0.48
F11 -1.6546 3.2708 0.2648  -0.17
S12 -4.2342 5.3207 -1.3019  0.89
O23 -3.9393 5.9738 -2.5551  -0.56
O24 -4.5607 6.0687 -0.1231  -0.59
F12 -5.6225 4.5974 -1.6702  -0.26
N7 3.4476 -2.1528 3.3126  -0.22
S13 4.9311 -2.3433 2.8062  1.06
O25 5.9565 -1.3494 3.0691  -0.64
O26 4.9140 -3.2187 1.6618  -0.58
F13 5.3442 -3.3820 3.9712  -0.35
S14 2.9988 -0.9451 2.2509  0.59
O27 2.4825 -1.4163 0.9973  0.07
O28 3.7094 0.3043 2.2770  -0.50
F14 1.6248 -0.5037 2.9165  0.07
N8 -4.9042 1.1064 -0.6677  0.21
S15 -4.9306 -0.1416 0.2598  0.25
O29 -4.3815 -1.3932 -0.2341  -0.31
O30 -5.9374 -0.0825 1.2777  -0.60
F15 -3.6290 0.3103 1.0958  -0.32
S16 -6.3454 0.7445 -1.5093  0.91
O31 -7.3790 -0.1663 -1.0994  -0.58
O32 -6.1398 1.0028 -2.9111  -0.59
F16 -7.0019 2.1745 -1.1058  -0.34
C1 -4.6459 -1.6911 5.2139  -0.96
O33 -3.8975 -2.0338 4.0655  -0.06
C2 -4.1595 -3.1284 3.3705  0.64
O34 -4.9242 -3.9993 3.7177  -0.66
O35 -3.4465 -3.0674 2.2725  -0.01
C3 -3.6491 -3.9588 1.1926  -0.59
H1 -5.6002 -2.2167 5.1208  0.41
H2 -4.9505 -0.6455 5.2459  0.26
H3 -4.1480 -1.9417 6.1480  0.30
H4 -4.0188 -4.9356 1.5200  0.44
H5 -2.7106 -4.0983 0.6692  -0.01
H6 -4.4564 -3.6065 0.5519  0.24
C4 -0.6724 2.0364 7.3589  -0.59
O36 0.3967 1.1988 6.9934  -0.38
C5 0.3227 0.2979 5.9947  0.81
O37 1.2146 -0.4700 5.7830  -0.52
O38 -0.8192 0.4291 5.3359  -0.32
C6 -1.1390 -0.4029 4.2031  -0.29
H7 -1.6112 1.4851 7.2830  0.29
H8 -0.6781 2.9131 6.7068  0.20
H9 -0.4966 2.3329 8.3932  0.22
H10 -1.1917 -1.4747 4.3842  0.32
H11 -0.5919 -0.0954 3.3178  -0.07
H12 -2.1786 -0.2024 3.9297  0.23
C7 6.0979 1.4527 -1.7816  -0.60
O39 5.5812 2.7197 -1.3874  -0.29
C8 5.7090 2.9981 -0.0674  0.86
O40 5.7457 2.1922 0.8197  -0.51
O41 5.5809 4.3051 0.0488  -0.38
C9 5.2768 4.9042 1.2941  -0.68
H13 6.9244 1.6142 -2.4811  0.32
H14 5.4508 0.7085 -2.2441  0.03
H15 6.5647 0.9333 -0.9438  0.35
H16 6.1897 5.3509 1.7041  0.30
H17 4.9645 4.1836 2.0484  0.30
H18 4.6134 5.7568 1.1745  0.24
C10 -3.3052 -4.3620 -2.7857  -0.52
O42 -2.7774 -4.4400 -4.0942  -0.47
C11 -1.9388 -3.5222 -4.5141  0.40
O43 -1.3261 -2.7213 -3.8480  -0.05
O44 -1.6964 -3.7282 -5.8030  -0.49
C12 -0.5039 -3.2017 -6.3964  -0.38
H19 -3.4912 -3.3599 -2.4008  0.09
H20 -2.7035 -4.9721 -2.1124  0.32
H21 -4.2796 -4.8561 -2.8115  0.39
H22 -0.8012 -2.1528 -6.4994  0.19
H23 -0.3284 -3.6516 -7.3675  0.29
H24 0.4137 -3.1649 -5.8084  0.09
C13 2.0455 6.7798 5.5148  -0.72
O45 2.5929 5.7465 4.7362  -0.33
C14 1.7543 4.8987 4.1434  0.74
O46 0.5514 4.9756 4.1434  -0.56
O47 2.4278 3.8635 3.6713  -0.19
C15 1.7009 2.8076 3.0413  -0.01
H25 1.8952 7.6865 4.9286  0.28
H26 2.6878 7.0802 6.3455  0.26
H27 1.1351 6.4601 6.0229  0.31
H28 0.9795 3.1940 2.3205  0.36
H29 1.3207 2.1954 3.8567  0.00
H30 2.3746 2.2524 2.3925  -0.18

Atoms 1-3, force components in eV/Å:
-0.8 -0.6 0.7
0.0 -0.4 0.4
0.0 -0.4 0.9

Results
- LUMO level: 5.89 eV
- Max |F|: 7.58 eV/Å
- Net charge: -4
- M: 1919.22 g/mol
- 2S+1: 1

=====

No. 3
Entry from OMol25: a molecular structure, C15H30F5NO2P2ReTe at a distorted geometry (ωB97M-V/def2-TZVPD).

Last column: natural (NBO) charge in e.
Geometry (Å):
Re1 -0.0437 -0.1939 -0.0686  1.09
P1 2.3111 -0.4117 -0.0495  1.17
P2 -2.6186 -0.0025 0.1639  1.13
N1 -0.1177 0.4641 -1.6971  -0.53
H1 1.1164 -1.0555 1.0821  0.11
C1 2.9631 -1.7808 -1.0482  -0.95
H2 4.0584 -1.7951 -0.9609  0.25
H3 2.6406 -1.6950 -2.0931  0.26
H4 2.5406 -2.7127 -0.6653  0.25
C2 3.3135 -0.2896 1.4411  -0.96
H5 4.3601 -0.4755 1.1580  0.24
H6 2.9249 -1.0542 2.1183  0.27
H7 3.1725 0.7014 1.8948  0.30
C3 3.0185 1.0120 -1.0201  -0.94
H8 4.1135 0.9959 -0.9942  0.24
H9 2.6853 1.9721 -0.6138  0.26
H10 2.7022 1.0223 -2.0684  0.24
C4 -3.5093 -1.3375 -0.6513  -0.96
H11 -4.5819 -1.1211 -0.5350  0.24
H12 -3.2369 -2.2906 -0.1780  0.27
H13 -3.2137 -1.3562 -1.7110  0.25
C5 -3.1628 0.0857 1.8859  -0.96
H14 -4.2468 0.2735 1.8381  0.24
H15 -2.6373 0.8906 2.4208  0.30
H16 -2.9489 -0.8667 2.3883  0.27
C6 -3.1249 1.5463 -0.6395  -0.96
H17 -4.2032 1.6475 -0.4492  0.24
H18 -2.9360 1.4813 -1.7205  0.25
H19 -2.5698 2.3970 -0.2154  0.27
C7 -0.0779 1.3411 -2.7065  0.08
C8 -0.0349 1.7455 -5.0688  -0.21
C9 -0.0962 0.8474 -4.0312  -0.20
C10 -0.1085 2.7408 -2.5268  -0.21
C11 -0.0467 3.5581 -3.6398  -0.21
C12 -0.0736 3.1195 -4.9454  -0.18
H20 -0.0463 1.3950 -6.0644  0.21
H21 -0.1188 -0.2468 -4.2002  0.23
H22 -0.1314 3.1060 -1.4739  0.24
H23 -0.0722 4.5996 -3.4494  0.22
H24 0.0021 3.8373 -5.7927  0.23
C13 -0.3677 -2.9827 1.3558  0.34
O1 -0.7015 -2.1267 0.2725  -0.79
C14 0.5980 -3.9667 1.0573  -0.70
H25 1.1022 -4.2870 1.9432  0.23
H26 1.3303 -3.8194 0.2646  0.20
H27 -0.1113 -4.6768 0.6752  0.24
C15 -0.8386 -2.5999 2.6563  -0.72
H28 -1.8786 -2.8583 2.5487  0.21
H29 -0.7280 -1.5881 3.0731  0.27
H30 -0.2822 -3.2195 3.3366  0.23
F1 -1.1685 0.7800 4.3911  -0.73
Te1 0.5300 1.6295 4.0190  2.59
F2 2.3703 2.1859 3.8301  -0.72
F3 0.9763 1.1993 5.7935  -0.64
F4 -0.0665 3.3677 4.8869  -0.72
F5 1.2151 -0.2610 3.6873  -0.75
O2 0.0555 1.1294 1.0959  -0.65

Atoms 1-3, force components in eV/Å:
-2.1 -2.2 3.9
2.2 1.6 -1.6
1.6 0.6 -0.3

Results
- LUMO level (spin up / spin down): -1.21 / -2.91 eV
- Max |F|: 5.45 eV/Å
- M: 727.16 g/mol
- 2S+1: 4

=====

No. 4
Entry from OMol25: a molecular structure, C15H30I2N3O5PPdSe at a distorted geometry (ωB97M-V/def2-TZVPD).

Last column: natural (NBO) charge in e.
Geometry (Å):
Pd1 0.7859 -0.6904 0.4215  0.38
Se1 1.2305 -0.3600 -1.8155  -0.01
C1 2.8704 -0.0882 -1.1106  -0.02
N1 3.9118 0.0950 -0.6501  -0.42
C2 -3.8304 1.2546 0.1664  -0.41
N2 -3.9960 -0.1694 0.3533  -0.43
C3 -5.3124 -0.6431 0.7193  -0.21
C4 -5.1784 -1.7946 1.7049  -0.42
C5 -4.3284 -2.8781 1.0610  -0.20
N3 -3.1061 -2.3179 0.5154  -0.47
C6 -1.9152 -3.1529 0.6038  0.10
C7 -2.9240 -0.9803 0.3115  0.80
O1 -1.7957 -0.5417 0.0206  -0.76
H1 -3.9794 1.7861 1.1092  0.20
H2 -4.5465 1.6224 -0.5683  0.20
H3 -2.8200 1.4416 -0.1891  0.25
H4 -5.8559 -0.9676 -0.1790  0.19
H5 -5.8592 0.1861 1.1732  0.21
H6 -6.1548 -2.1973 1.9696  0.22
H7 -4.6931 -1.4306 2.6123  0.21
H8 -4.8869 -3.3783 0.2592  0.19
H9 -4.0555 -3.6284 1.8089  0.21
H10 -1.3807 -2.9299 1.5455  0.18
H11 -1.0635 -2.0386 -0.6839  0.51
H12 -2.2358 -4.2005 0.6176  0.18
I1 0.3364 1.7143 1.2166  0.09
I2 -1.4950 3.1642 3.0365  -0.05
C8 3.3658 -0.3992 2.6942  -0.66
C9 3.6901 -1.8891 2.5880  0.29
C10 3.2935 -2.6740 3.8339  -0.65
C11 5.1787 -2.0720 2.2851  -0.62
O2 3.0035 -2.4411 1.4447  -0.86
P1 1.4059 -2.6679 1.2932  2.04
O3 0.6247 -1.8587 2.2982  -1.07
O4 -1.0608 -3.0020 -0.4899  -0.75
O5 1.1235 -4.1937 1.6828  -0.80
C12 1.5195 -5.3483 0.9382  0.27
C13 2.7392 -5.0614 0.0716  -0.64
C14 1.8333 -6.4170 1.9890  -0.62
C15 0.3465 -5.7772 0.0570  -0.64
H13 4.0188 0.0868 3.4158  0.21
H14 2.3324 -0.2604 3.0126  0.22
H15 3.5260 0.0696 1.7164  0.24
H16 3.8620 -2.3319 4.6951  0.22
H17 3.4949 -3.7327 3.6751  0.21
H18 2.2295 -2.5533 4.0293  0.23
H19 5.7594 -1.7478 3.1457  0.21
H20 5.4555 -1.4828 1.4141  0.24
H21 5.3960 -3.1182 2.0793  0.21
H22 3.6008 -4.8196 0.6871  0.23
H23 2.5375 -4.2087 -0.5765  0.22
H24 2.9747 -5.9269 -0.5421  0.22
H25 2.6900 -6.1179 2.5882  0.21
H26 2.0568 -7.3592 1.4978  0.22
H27 0.9827 -6.5455 2.6533  0.22
H28 0.0931 -4.9813 -0.6404  0.25
H29 -0.5245 -5.9873 0.6731  0.21
H30 0.6064 -6.6685 -0.5081  0.21

Atoms 1-3, force components in eV/Å:
-1.4 -2.3 1.3
-0.3 0.3 -1.3
0.9 0.2 -0.3

Results
- LUMO level (spin up / spin down): -3.13 / -3.13 eV
- Max |F|: 2.96 eV/Å
- M: 802.58 g/mol
- 2S+1: 1

=====

No. 5
Entry from OMol25: a molecular structure, C15H30N2O3RbS3 at a distorted geometry (ωB97M-V/def2-TZVPD).

Last column: natural (NBO) charge in e.
Geometry (Å):
Rb1 -0.3739 0.5445 -0.4028  0.88
C1 2.9223 3.2161 -0.3112  -0.53
C2 2.0150 4.2514 0.3512  -0.54
S1 0.2463 3.8502 0.2589  0.17
C3 -0.2681 4.0920 1.9787  -0.53
C4 0.4087 3.2136 3.0304  -0.55
S2 0.3140 1.4394 2.6668  0.18
C5 2.0375 0.9202 2.8722  -0.53
C6 3.0789 1.5954 1.9813  -0.54
S3 2.7118 1.4947 0.2052  0.18
H1 3.9640 3.5046 -0.1696  0.23
H2 2.7481 3.1928 -1.3888  0.23
H3 2.1775 5.2153 -0.1292  0.24
H4 2.2738 4.3775 1.4018  0.22
H5 -1.3435 3.9037 1.9653  0.23
H6 -0.1378 5.1416 2.2433  0.23
H7 -0.0669 3.3950 3.9932  0.24
H8 1.4588 3.4792 3.1448  0.22
H9 2.0132 -0.1540 2.6781  0.24
H10 2.3230 1.0426 3.9172  0.23
H11 4.0441 1.1238 2.1608  0.24
H12 3.1920 2.6470 2.2416  0.22
C7 0.2681 1.6937 -3.5603  -0.26
O1 -0.8008 1.0141 -2.9168  -0.57
C8 -2.0507 1.6775 -3.0477  -0.10
C9 -3.0839 0.9087 -2.2544  -0.10
O2 -2.8907 0.9971 -0.8443  -0.57
C10 -3.4513 2.1607 -0.2505  -0.26
H13 0.0711 1.8263 -4.6259  0.19
H14 1.1620 1.0847 -3.4412  0.20
H15 0.4313 2.6788 -3.1100  0.17
H16 -2.3591 1.7068 -4.0970  0.19
H17 -1.9653 2.7120 -2.6923  0.18
H18 -3.0018 -0.1471 -2.5099  0.21
H19 -4.0864 1.2515 -2.5236  0.19
H20 -4.5273 2.2106 -0.4296  0.19
H21 -2.9857 3.0772 -0.6267  0.17
H22 -3.2789 2.0884 0.8217  0.20
N1 -0.2528 -2.0811 -0.4064  -0.52
C11 -0.2372 -3.2242 -0.2008  0.52
N2 -0.2105 -4.5321 0.0000  -0.47
C12 -1.3373 -5.2018 0.6725  -0.23
C13 -1.3934 -6.6351 0.1902  -0.08
O3 -0.1497 -7.2813 0.3951  -0.51
C14 0.8812 -6.6649 -0.3558  -0.08
C15 1.0838 -5.2334 0.0911  -0.23
H23 -2.2579 -4.6765 0.4284  0.22
H24 -1.1887 -5.1790 1.7550  0.20
H25 -1.6615 -6.6590 -0.8721  0.17
H26 -2.1389 -7.1885 0.7560  0.21
H27 0.6376 -6.6891 -1.4240  0.18
H28 1.7884 -7.2398 -0.1869  0.21
H29 1.8053 -4.7280 -0.5468  0.22
H30 1.4422 -5.2141 1.1234  0.20

Atoms 1-3, force components in eV/Å:
0.7 0.2 0.8
-0.1 0.0 0.0
0.0 -0.1 0.0

Results
- LUMO level: -1.94 eV
- Max |F|: 1.30 eV/Å
- Net charge: +1
- M: 468.08 g/mol
- 2S+1: 1

=====

No. 6
Entry from OMol25: 7 unconnected molecules or ions with the total composition C15H30N2O5 at a distorted geometry (ωB97M-V/def2-TZVPD).

Last column: natural (NBO) charge in e.
Geometry (Å):
C1 -3.8451 2.0299 4.1371  -0.17
C2 -2.5759 1.7329 3.7082  -0.24
C3 -2.3686 1.3752 2.3757  0.04
N1 -3.3795 1.3503 1.5077  -0.47
C4 -4.5919 1.7218 1.9326  0.04
C5 -4.8750 2.0099 3.2679  -0.27
H1 -3.9324 2.3694 5.2255  0.22
H2 -1.7997 1.7535 4.4235  0.22
H3 -1.3835 1.0471 2.0359  0.22
H4 -5.3340 1.5175 1.1316  0.21
H5 -5.9012 2.3671 3.4469  0.23
C6 5.1780 0.8176 -4.0737  -0.17
C7 3.8181 1.0413 -4.1387  -0.27
C8 2.9563 0.1341 -3.5586  0.03
N2 3.3201 -1.0072 -3.0952  -0.44
C9 4.6263 -1.2815 -3.1168  0.03
C10 5.6505 -0.4089 -3.5455  -0.27
H6 5.8747 1.5981 -4.4657  0.22
H7 3.3782 1.9432 -4.6462  0.22
H8 1.8648 0.3339 -3.4812  0.23
H9 4.9075 -2.1544 -2.5354  0.19
H10 6.6463 -0.7458 -3.5599  0.22
C11 2.7283 -0.0695 0.1757  -0.25
O1 1.8845 -1.1544 -0.1194  -0.76
H11 3.1001 -0.2109 1.2176  0.17
H12 3.5681 0.1669 -0.4935  0.18
H13 2.0874 0.8146 0.1531  0.16
H14 1.5094 -1.0748 -1.0042  0.51
C12 -0.4811 -1.2743 -2.7196  -0.26
O2 0.0973 -0.0158 -2.3064  -0.79
H15 -0.8314 -1.2231 -3.7506  0.18
H16 0.3853 -2.0101 -2.6266  0.18
H17 -1.2868 -1.6496 -2.0875  0.18
H18 -0.5377 0.4653 -1.6723  0.51
C13 0.8177 -1.3418 3.0630  -0.26
O3 -0.0809 -1.2463 1.9583  -0.77
H19 1.8408 -1.0180 2.8452  0.17
H20 0.4562 -0.8606 4.0163  0.18
H21 0.9961 -2.4337 3.2115  0.17
H22 0.4878 -1.2605 1.1870  0.50
C14 -1.5207 2.7738 -1.2030  -0.25
O4 -2.1316 1.5115 -1.2594  -0.78
H23 -0.5431 2.6228 -0.7730  0.16
H24 -1.4360 3.3011 -2.1567  0.18
H25 -2.1319 3.5174 -0.6298  0.17
H26 -2.7033 1.3740 -0.4577  0.52
C15 -2.6916 -3.2134 2.2633  -0.24
O5 -1.7291 -3.7129 1.3869  -0.73
H27 -2.4228 -2.3835 2.7927  0.17
H28 -3.6059 -2.9792 1.7396  0.15
H29 -3.0036 -3.9527 3.0102  0.16
H30 -1.0560 -3.0071 1.2639  0.49

Atoms 1-3, force components in eV/Å:
0.7 1.1 3.0
0.0 -0.5 -1.0
0.0 0.0 0.7

Results
- LUMO level: 0.68 eV
- Structure (SMILES): c1ccncc1.c1ccncc1.CO.CO.CO.CO.CO
- Max |F|: 3.31 eV/Å
- M: 318.41 g/mol
- 2S+1: 1